Arrangement A

Computed, not measured: a structure of composition C22H42Cl3CrN2O4SSi, with the ωB97M-V functional and the def2-TZVPD basis.

Summary:
Net charge: 0
M in g mol⁻¹: 617.10
Multiplicity: 4
HOMO level (alpha / beta) in eV: -6.685 / -6.685
Orbital gap (alpha / beta) in eV: 6.6 / 6.5
Expectation value of S²: 3.7983

Last column: Löwdin spin population.
Cartesian coordinates (Å):
C 1.9133 -1.1722 -3.5952  0.00
C 1.2502 0.1023 -3.2074  0.00
H 1.8390 -1.3132 -4.6737  0.00
H 1.4725 -2.0415 -3.0900  0.00
H 2.9754 -1.1358 -3.3228  0.00
C 0.5818 0.9163 -4.0476  0.00
C 0.4539 0.6985 -5.5134  0.00
H 0.1187 1.8273 -3.6631  0.00
H 0.2549 -0.3523 -5.7606  0.00
H 1.3483 1.0296 -6.0627  0.00
H -0.3911 1.3043 -5.8547  0.00
Cr 0.2134 -0.7297 0.9966  2.98
Cl 2.4763 -0.7248 1.1999  0.01
Cl -1.2227 -3.6172 2.2930  0.01
C 0.8867 2.1163 1.7868  0.00
O 0.0351 1.2459 1.5044  0.00
N 0.5149 3.3683 2.0720  0.00
C -0.9039 3.7223 2.0867  0.00
C 1.4643 4.4590 2.2435  0.00
H 1.9670 1.8905 1.8167  0.00
H -1.5133 2.8167 2.0999  0.00
H -1.1527 4.3205 1.1981  0.00
H -1.0994 4.3278 2.9805  0.00
H 2.4876 4.0784 2.1608  0.00
H 1.3217 4.9229 3.2279  0.00
H 1.3061 5.2285 1.4756  0.00
H -1.5816 -1.3505 -2.3565  0.00
H -2.4848 1.3033 -2.9367  0.00
C -2.5281 -1.3120 -1.7920  0.00
C -3.2593 1.0089 -2.2127  0.00
N -2.7380 0.0375 -1.2605  0.00
H -2.5058 -2.0353 -0.9665  0.00
C -2.3871 0.3499 -0.0037  0.00
O -1.8296 -0.4666 0.7775  0.02
H -3.6182 1.8942 -1.6791  0.00
H -2.6597 1.3712 0.3264  0.00
H -3.3499 -1.5334 -2.4840  0.00
H -4.0772 0.5482 -2.7793  0.00
O 0.2071 -0.2071 -1.0948  -0.05
C 1.2486 0.4237 -1.7040  0.00
C -0.1490 2.4771 -1.3535  0.00
C 1.1234 1.9209 -1.4266  0.00
H -1.0012 1.7929 -1.3690  0.00
C -0.2945 3.8604 -1.3447  0.00
H 2.2106 0.0882 -1.2755  0.00
C 2.2627 2.7070 -1.3122  0.00
H -1.3051 4.2822 -1.3338  0.00
C 0.8444 4.6661 -1.3617  0.00
C 2.1239 4.0956 -1.3163  0.00
H 3.2297 2.1966 -1.2490  0.00
H 0.7278 5.7524 -1.3892  0.00
H 3.0128 4.7311 -1.2875  0.00
Si 0.0824 -4.3886 0.7645  0.00
Cl 0.3693 -2.5592 -0.3558  -0.01
C -1.5006 -5.3752 0.1960  0.00
C 1.6200 -4.2358 1.8964  0.00
C 1.1045 -5.6523 -0.3556  0.00
H -2.2777 -4.7010 -0.1896  0.00
H -1.9004 -5.8947 1.0780  0.00
H -1.2992 -6.1351 -0.5665  0.00
H 0.6177 -5.7709 -1.3328  0.00
H 1.1246 -6.6364 0.1350  0.00
H 2.1403 -5.3292 -0.5193  0.00
H 1.6303 -3.2627 2.4071  0.00
H 2.5745 -4.3283 1.3625  0.00
H 1.5707 -5.0356 2.6430  0.00
C -1.4619 0.3632 4.6303  0.00
S 0.1789 -0.2803 4.2502  0.01
C 0.2151 -1.5700 5.4976  0.00
O 0.0050 -1.1081 2.9581  0.03
H -1.4024 0.8837 5.5948  0.00
H -2.1541 -0.4867 4.6794  0.00
H -1.7584 1.0611 3.8406  0.00
H -0.6019 -2.2770 5.3128  0.00
H 1.1815 -2.0803 5.4292  0.00
H 0.1223 -1.0920 6.4773  0.00

Arrangement B

Computed, not measured: a structure of composition C22H42Cl3CrN2O4SSi, with the ωB97M-V functional and the def2-TZVPD basis.

Summary:
Net charge: 0
M in g mol⁻¹: 617.10
Multiplicity: 4
HOMO level (alpha / beta) in eV: -7.058 / -7.080
Orbital gap (alpha / beta) in eV: 6.9 / 6.9
Expectation value of S²: 3.7826

Last column: Löwdin spin population.
Cartesian coordinates (Å):
C -0.3261 3.4293 -1.6801  0.00
C -0.9650 2.2021 -2.2229  0.00
H 0.1454 4.0255 -2.4657  0.00
H 0.4488 3.1441 -0.9473  0.00
H -1.0416 4.0789 -1.1481  0.00
C -1.1643 1.9649 -3.5289  0.00
C -0.7278 2.8582 -4.6365  0.00
H -1.6792 1.0601 -3.8485  0.00
H 0.0102 3.6021 -4.3258  0.00
H -1.5617 3.4023 -5.0902  0.00
H -0.2872 2.2626 -5.4411  0.00
Cr 0.4491 -0.0436 1.1163  2.91
Cl -1.1280 1.1230 2.1992  0.03
Cl 2.4534 0.8588 1.5601  0.00
C -2.1294 -1.8304 0.8105  0.00
O -0.8796 -1.7389 0.8043  0.00
N -2.8316 -2.9216 0.4438  0.00
C -2.2111 -4.1442 -0.0712  0.00
C -4.2908 -2.9926 0.4742  0.00
H -2.7370 -0.9702 1.1520  0.00
H -1.1284 -4.0732 0.0486  0.00
H -2.4651 -4.2848 -1.1382  0.00
H -2.6092 -4.9976 0.5034  0.00
H -4.7206 -2.0509 0.8105  0.00
H -4.6174 -3.7888 1.1551  0.00
H -4.7081 -3.2204 -0.5169  0.00
H 1.9289 1.1384 -2.1285  0.00
H 0.6440 -0.7406 -3.7799  0.00
C 2.5921 0.2710 -1.9380  0.00
C 1.4710 -1.3611 -3.4207  0.00
N 1.8614 -0.9885 -2.0774  0.00
H 3.0310 0.3691 -0.9322  0.00
C 1.4712 -1.7126 -1.0234  0.00
O 1.6745 -1.3883 0.1759  0.01
H 1.1668 -2.4037 -3.4056  0.00
H 0.9725 -2.6556 -1.3028  0.00
H 3.3916 0.2747 -2.6975  0.00
H 2.3277 -1.2268 -4.0803  0.00
O -0.0796 0.7206 -0.6663  0.03
C -1.2949 1.1616 -1.1417  0.00
C -1.9725 -1.0921 -2.2725  0.00
C -2.3304 0.0775 -1.6118  0.00
H -0.9180 -1.3835 -2.2940  0.00
C -2.9712 -1.8594 -2.8920  0.00
H -1.8138 1.7299 -0.3478  0.00
C -3.6815 0.3770 -1.4066  0.00
H -2.6857 -2.7599 -3.4280  0.00
C -4.3075 -1.4739 -2.8132  0.00
C -4.6660 -0.3611 -2.0535  0.00
H -3.9289 1.2145 -0.7479  0.00
H -5.0771 -2.0500 -3.3260  0.00
H -5.7057 -0.0656 -1.9428  0.00
Si 3.0888 2.8359 2.1920  0.00
Cl 2.1978 3.7586 0.5050  0.00
C 4.8321 1.9463 2.0047  0.00
C 2.1532 2.8690 3.8574  0.00
C 4.2057 4.3981 2.7942  0.00
H 4.8106 1.0619 1.3392  0.00
H 5.1273 1.5510 2.9887  0.00
H 5.6111 2.5978 1.5833  0.00
H 5.0614 4.5888 2.1394  0.00
H 4.6269 4.2534 3.7989  0.00
H 3.6606 5.3434 2.8397  0.00
H 1.4449 2.0357 3.9504  0.00
H 1.5775 3.7953 3.9834  0.00
H 2.8703 2.7895 4.6896  0.00
C 0.6732 -3.4818 3.1344  0.00
S 0.1547 -1.8563 3.6811  0.00
C 0.9431 -1.7655 5.2925  0.00
O 1.0420 -0.9326 2.8196  0.01
H 0.2778 -4.2099 3.8516  0.00
H 1.7687 -3.4907 3.0784  0.00
H 0.2347 -3.5973 2.1330  0.00
H 2.0397 -1.7932 5.2216  0.00
H 0.6192 -0.8405 5.7872  0.00
H 0.5813 -2.6230 5.8723  0.00

Tell me which of them is the most stable. Sure, it is arrangement B.

Arrangement A

Computed, not measured: a cluster of 2 separate species, C5H13NO2S in total, with the ωB97M-V functional and the def2-TZVPD basis.

Summary:
Net charge: 0
M in g mol⁻¹: 151.23
HOMO level in eV: -8.185
Orbital gap in eV: 9.0

Last column: natural (NBO) charge in e.
Cartesian coordinates (Å):
C -1.1187 -2.2787 0.3344  -0.63
C -0.7910 1.0326 1.8451  -0.86
C 1.5586 1.7072 -1.3601  -0.40
C -0.9474 -1.1774 -0.7628  -0.42
C 0.3767 -0.2896 -0.7526  0.26
N 0.2789 0.9098 -1.2823  -0.64
O 2.3750 0.3983 0.9895  -0.93
O 1.4782 -1.1593 -1.0143  -0.67
S 1.5169 -0.7090 0.5931  1.34
H -1.8585 -3.0322 0.0351  0.22
H -0.2502 -2.9339 0.5824  0.22
H -1.3689 -1.8662 1.2680  0.21
H -0.5621 1.7093 2.6706  0.22
H -0.0861 1.3376 1.0863  0.22
H -0.6186 0.0205 2.0673  0.20
H 2.3466 1.0868 -1.4327  0.22
H 1.5814 2.4463 -2.1990  0.19
H 1.5594 2.3609 -0.5208  0.20
H -1.2235 -1.5631 -1.7484  0.23
H -1.8133 -0.4360 -0.6341  0.20
H -0.5645 1.3894 -1.4034  0.41
H -1.8689 1.0467 1.6389  0.21

Arrangement B

Computed, not measured: a cluster of 2 separate species, C5H13NO2S in total, with the ωB97M-V functional and the def2-TZVPD basis.

Summary:
Net charge: 0
M in g mol⁻¹: 151.23
HOMO level in eV: -7.667
Orbital gap in eV: 8.4

Last column: natural (NBO) charge in e.
Cartesian coordinates (Å):
C 1.0780 -0.5567 -1.7183  -0.68
C -1.5293 1.8304 0.8768  -0.63
C 1.8205 -0.8614 1.9319  -0.43
C 1.6434 -0.2899 -0.3764  0.17
C -1.3283 0.6123 0.0026  -0.72
N 1.3147 -0.8857 0.6579  -0.47
O -3.3643 -0.8368 -1.1607  -0.90
O -1.3620 -1.9289 -0.3946  -0.88
S -2.2983 -0.7140 0.1509  1.30
H 1.0623 0.2539 -2.4616  0.22
H 1.8658 -1.2043 -2.1079  0.23
H 0.2213 -1.0985 -1.7009  0.24
H -2.1240 2.6720 0.4470  0.21
H -1.9897 1.4972 1.8121  0.21
H -0.4391 1.9883 1.0762  0.22
H 2.6612 -1.5465 2.0756  0.21
H 2.4596 0.0526 2.2087  0.17
H 1.0726 -1.0734 2.7193  0.21
H 2.3366 0.5342 -0.4590  0.13
H -0.7093 0.7131 -0.8699  0.21
H -4.1036 -1.3533 -0.8638  0.48
H -0.6056 -1.9164 0.1502  0.51

Tell me which of them is the most stable. Sure, it is arrangement A.

Arrangement A

Computed, not measured: the ion C8H13N4O with charge +1, with the ωB97M-V functional and the def2-TZVPD basis.

Summary:
Net charge: +1
M in g mol⁻¹: 181.22
HOMO level in eV: -13.054
Orbital gap in eV: 9.4
Structure (SMILES): N[C@](O)(/[NH+]=C\C1CC1)c1ccn[nH]1

Last column: natural (NBO) charge in e.
Cartesian coordinates (Å):
N 0.8729 1.3781 1.5797  -0.85
C 1.2719 1.2239 0.3266  0.58
O 2.0745 2.2732 -0.1037  -0.69
N -0.1635 1.5057 -0.5141  -0.52
C -1.2373 0.8068 -0.6524  0.27
C -1.4776 -0.5177 -0.1606  -0.34
C -2.8627 -0.8285 0.5841  -0.35
C -2.5139 -1.4376 -0.7240  -0.37
C 1.9481 -0.0914 -0.0116  0.02
C 2.5476 -0.5300 -1.2064  -0.34
C 3.1944 -1.6812 -0.7974  -0.04
N 3.1606 -1.8132 0.5068  -0.22
N 2.5251 -0.8134 1.0067  -0.30
H 0.8954 2.2980 1.9414  0.42
H 0.1264 0.7353 1.9924  0.41
H 2.7668 1.8553 -0.7800  0.53
H 0.0169 2.5002 -0.6625  0.44
H -2.1536 1.3265 -0.9883  0.22
H -0.6573 -0.9572 0.3668  0.24
H -3.6563 -0.1381 0.3543  0.23
H -2.8793 -1.3263 1.5843  0.26
H -2.1095 -2.3791 -0.8147  0.24
H -3.1450 -1.1688 -1.6108  0.24
H 2.2051 -0.3819 -2.1985  0.25
H 3.6144 -2.4634 -1.4978  0.24
H 2.7183 -0.4939 1.9640  0.44

Arrangement B

Computed, not measured: the ion C8H13N4O with charge +1, with the ωB97M-V functional and the def2-TZVPD basis.

Summary:
Net charge: +1
M in g mol⁻¹: 181.22
HOMO level (alpha / beta) in eV: -11.953 / -11.953
Orbital gap (alpha / beta) in eV: 7.3 / 7.3

Last column: natural (NBO) charge in e.
Cartesian coordinates (Å):
C -0.7163 2.7276 0.2080  0.23
C 0.9896 -0.9982 0.1014  0.41
C 0.1735 2.4086 1.3298  0.08
C 0.7060 1.1183 1.3132  0.28
C -0.8955 -1.3413 -1.4184  0.63
C 1.5456 0.6111 2.5018  -0.67
C -1.9387 -0.8203 -0.5212  -0.70
C 1.1600 -2.4437 -1.8677  -0.43
N -1.4148 2.9432 -0.6738  -0.27
N 0.3534 -1.6038 -1.0983  -0.46
N -1.4089 -1.6230 -2.6910  -0.73
N 0.6735 3.4415 2.1407  -0.76
O 0.4128 0.1446 0.4295  -0.49
H 2.3389 0.1293 2.0441  0.24
H 0.9590 -0.0674 3.0856  0.24
H 1.8522 1.2896 3.2174  0.22
H -1.9527 0.1780 -0.4362  0.28
H -1.8059 -1.1036 0.5353  0.26
H -2.9661 -1.0849 -0.7937  0.26
H 0.6789 -3.4392 -2.0418  0.23
H 1.2486 -2.1002 -2.9326  0.22
H 2.0825 -2.5733 -1.3372  0.27
H -2.4316 -1.4441 -2.8395  0.44
H -0.8378 -1.6740 -3.5101  0.42
H -0.0028 4.2357 2.3758  0.42
H 1.1966 3.0893 2.8791  0.39

Tell me which of them is the most stable. Sure, it is arrangement A.